(1)
Below is a 12-piece molecular cluster, C40H101N13O16 overall at a distorted geometry, with properties calculated with ωB97M-V/def2-TZVPD.

Structure (XYZ):
```
170
Properties=species:S:1:pos:R:3:forces:R:3
O 15.939 -24.613 6.628 0.39 -0.38 -0.60
O 14.741 -22.902 4.088 -0.16 0.05 -0.55
O 16.824 -22.882 9.156 -0.57 0.72 0.49
O 18.855 -25.732 2.483 -0.40 -0.63 0.32
O 19.991 -23.799 10.753 0.27 -0.72 -0.43
O 11.243 -25.215 10.174 0.38 -0.63 -0.93
O 15.574 -30.643 9.245 0.30 -0.35 -0.53
O 15.036 -29.318 3.245 -0.62 -0.16 -0.26
O 17.542 -27.262 13.197 0.89 0.61 -0.96
O 14.560 -29.101 5.781 -0.22 0.55 0.20
O 16.998 -27.934 6.354 -0.03 0.14 -0.05
O 23.016 -29.007 4.637 0.76 0.14 0.54
O 15.494 -26.670 8.484 -0.15 0.00 0.06
O 11.240 -30.776 9.113 -0.26 -0.61 -1.45
O 14.531 -21.281 9.166 -0.48 -0.29 -0.03
O 16.724 -31.089 6.366 0.20 2.19 -1.56
N 12.635 -31.470 7.442 -1.15 0.00 -0.83
N 23.051 -30.014 5.610 -0.95 -1.61 0.40
N 12.702 -25.573 8.418 -0.97 0.05 -2.00
N 18.326 -27.642 3.658 -0.32 0.28 0.15
N 19.564 -26.194 13.077 0.08 -0.41 -0.08
N 18.841 -31.694 5.729 0.24 -0.19 0.00
N 12.309 -29.232 7.905 0.18 -0.36 -1.27
N 18.112 -26.152 11.290 -1.37 -0.67 -0.27
N 13.399 -25.871 10.471 -0.01 -0.42 0.29
N 17.468 -30.569 4.310 0.13 0.19 -0.74
N 16.235 -31.733 9.832 -1.22 -0.96 1.23
N 20.887 -23.831 9.628 0.36 0.70 -0.28
N 18.456 -25.632 4.698 -0.49 0.23 1.28
C 22.219 -30.884 7.711 -0.37 -0.19 -0.21
C 17.790 -33.915 10.862 -2.23 0.08 -0.33
C 23.464 -31.690 7.997 0.14 0.27 -0.38
C 17.628 -31.125 5.522 -0.13 0.24 0.55
C 22.438 -29.609 6.902 0.39 0.68 -0.51
C 23.344 -28.608 7.581 0.12 1.31 1.92
C 14.619 -33.284 8.660 1.34 -0.30 0.27
C 22.305 -22.209 10.844 -1.32 1.33 0.32
C 20.664 -24.989 8.741 0.06 1.17 -0.99
C 17.375 -31.372 10.663 0.85 0.80 -1.11
C 16.915 -33.130 7.866 0.27 0.60 -0.28
C 24.321 -30.802 5.642 -0.92 0.06 0.33
C 18.616 -31.031 9.785 0.41 0.48 -0.98
C 14.443 -28.044 3.603 1.60 -0.29 0.33
C 20.878 -26.404 9.278 -0.21 0.22 -0.03
C 17.076 -30.133 11.514 -0.62 -0.83 1.17
C 24.465 -31.428 4.240 1.20 -0.27 0.51
C 15.688 -23.245 10.002 0.58 -1.50 -0.72
C 19.194 -24.856 8.256 0.50 -0.88 -0.75
C 17.743 -32.553 11.556 0.83 -0.59 -0.28
C 24.199 -31.958 6.687 0.55 -0.25 -0.59
C 25.584 -29.984 6.000 0.47 -0.04 -0.92
C 18.533 -26.302 3.522 0.99 0.65 -1.17
C 16.061 -27.982 8.636 0.45 1.10 0.10
C 16.483 -34.151 10.092 -0.62 0.70 -0.69
C 14.185 -23.763 5.051 0.97 -0.42 0.68
C 16.079 -33.012 9.137 0.21 -0.60 -0.14
C 22.916 -23.060 8.613 1.75 -0.94 0.29
C 14.907 -23.652 6.395 -0.38 0.12 1.19
C 14.757 -22.082 10.317 1.93 0.56 -0.16
C 11.954 -30.536 8.133 0.25 1.41 3.29
C 17.296 -28.072 7.743 -0.78 -1.17 0.06
C 12.315 -25.594 9.705 -0.09 1.47 2.29
C 13.747 -28.261 4.961 0.08 -0.40 -1.92
C 22.982 -24.261 7.676 -1.25 -0.01 0.17
C 21.561 -24.803 7.477 0.30 -0.51 0.07
C 18.363 -26.607 12.542 0.00 -0.17 1.95
C 21.076 -28.953 6.669 -0.63 -0.33 -0.33
C 22.279 -23.444 9.978 -0.14 -0.14 -0.60
C 23.003 -24.575 10.694 -0.22 -1.85 -0.01
H 23.368 -24.048 6.679 0.19 0.31 0.12
H 15.396 -21.134 8.764 0.01 -0.06 0.03
H 18.696 -24.659 4.744 0.04 0.00 -0.32
H 20.564 -26.419 10.319 0.03 -0.55 0.01
H 23.042 -25.536 10.173 0.17 0.47 -0.78
H 16.901 -29.162 11.060 0.14 -0.41 -0.40
H 25.244 -32.222 6.870 -0.04 -0.13 0.26
H 26.501 -30.561 5.844 -0.24 -0.35 -0.23
H 20.290 -25.953 12.422 0.08 0.16 0.12
H 12.802 -28.777 4.780 -0.19 0.16 0.13
H 18.620 -25.392 10.862 -0.05 0.10 0.44
H 25.684 -29.171 5.275 0.01 0.34 0.33
H 16.293 -28.582 6.149 0.08 0.37 0.05
H 21.586 -31.516 7.078 -0.14 0.03 0.01
H 20.587 -28.641 7.595 0.46 -0.12 0.14
H 13.985 -33.622 9.478 -0.35 0.73 0.09
H 17.932 -32.752 8.011 0.13 -0.57 0.34
H 11.964 -25.323 7.776 0.28 -0.30 -0.18
H 22.496 -22.193 8.107 -0.49 -0.02 0.34
H 23.808 -32.851 6.194 -0.42 0.17 -0.03
H 21.517 -21.541 10.478 0.14 0.10 -0.19
H 15.384 -22.691 6.611 -0.48 0.36 -0.52
H 18.589 -34.050 10.135 0.43 -0.11 0.50
H 20.294 -27.085 8.654 -0.32 0.10 0.43
H 16.605 -30.094 4.083 0.05 -0.07 0.05
H 11.972 -28.537 8.542 0.04 0.03 0.12
H 18.275 -30.811 8.768 0.01 -0.30 0.00
H 23.598 -25.068 8.077 0.14 0.17 0.18
H 17.987 -27.269 7.992 0.10 -0.17 0.12
H 19.219 -23.348 10.378 0.12 0.25 0.18
H 17.105 -32.708 12.426 -0.14 0.61 0.01
H 24.777 -30.695 3.499 -0.20 0.03 -0.05
H 22.358 -24.947 11.498 0.32 0.77 0.65
H 17.874 -30.000 12.247 0.16 0.00 -0.13
H 22.032 -22.307 11.896 0.17 -0.66 -0.03
H 13.431 -31.227 6.884 -0.14 -0.19 -0.20
H 15.854 -26.293 7.672 -0.16 0.39 -0.18
H 21.892 -26.777 9.141 -0.05 0.44 0.48
H 14.677 -34.155 8.003 0.08 0.01 -0.17
H 19.852 -26.715 13.889 0.01 0.04 -0.03
H 18.830 -23.860 8.007 0.38 0.35 0.81
H 17.102 -26.230 11.217 0.20 0.39 -0.91
H 16.193 -30.390 12.107 -0.13 0.30 -0.01
H 19.383 -31.808 9.727 -0.22 -0.24 -0.04
H 23.957 -22.809 8.845 0.00 0.30 0.05
H 18.331 -28.212 2.836 0.14 -0.04 0.05
H 25.699 -29.641 7.025 -0.55 0.17 -0.03
H 21.097 -28.086 6.009 0.21 -0.04 -0.05
H 23.620 -32.013 3.882 -0.39 0.41 0.26
H 18.004 -26.061 5.493 0.12 -0.08 -0.04
H 16.433 -28.052 9.663 -0.25 -0.14 -0.15
H 15.177 -24.068 9.500 -0.28 0.17 -0.10
H 14.791 -29.868 5.235 -0.04 -0.01 0.14
H 17.714 -29.069 7.916 0.40 0.26 0.06
H 17.014 -23.635 8.588 -0.32 -0.02 -0.08
H 23.696 -28.369 4.919 -0.13 0.20 -0.29
H 21.641 -30.697 8.619 0.09 0.26 0.03
H 15.335 -21.486 11.032 -0.41 0.22 0.31
H 16.560 -34.999 9.407 0.01 -0.35 0.47
H 13.516 -26.110 8.138 -0.26 0.14 -0.15
H 15.744 -30.710 8.288 0.30 0.14 0.10
H 17.700 -34.629 11.680 1.11 -0.44 -0.25
H 19.602 -31.518 5.098 0.00 -0.05 -0.05
H 23.899 -27.923 6.936 0.10 -0.37 -0.32
H 19.064 -32.186 6.576 -0.27 0.13 0.11
H 14.503 -21.984 4.247 -0.12 -0.06 0.19
H 21.015 -24.215 6.738 0.12 0.13 0.00
H 13.310 -25.878 11.469 0.20 -0.16 -0.02
H 16.157 -23.697 10.879 -0.50 0.26 0.50
H 14.234 -26.040 9.935 0.48 -0.26 0.80
H 13.557 -27.260 5.342 0.15 -0.24 0.78
H 16.553 -32.403 7.125 -0.15 -1.69 0.82
H 14.199 -23.815 7.210 -0.01 -0.01 -0.05
H 24.125 -31.187 8.705 -0.08 -0.01 0.09
H 21.743 -25.803 7.068 -0.66 -0.03 -0.30
H 18.563 -25.432 8.931 -0.47 0.33 -0.23
H 15.592 -34.270 10.712 0.38 -0.31 0.57
H 15.321 -27.399 3.703 -0.29 0.46 0.36
H 16.574 -24.516 5.906 -0.03 -0.13 0.02
H 19.174 -30.117 10.015 -0.21 0.03 0.70
H 18.178 -30.665 3.607 -0.06 -0.03 -0.06
H 15.271 -28.723 8.499 0.36 0.14 -0.25
H 23.223 -21.623 10.812 0.25 -0.41 -0.23
H 13.824 -22.400 10.771 -0.07 -0.09 -0.22
H 24.019 -29.024 8.331 0.33 -0.31 -0.48
H 13.835 -27.628 2.801 -0.43 -0.26 0.17
H 23.128 -32.631 8.435 0.33 -0.06 0.13
H 18.174 -27.988 4.595 -0.15 -0.45 -0.25
H 22.803 -27.899 8.221 -0.29 -0.36 -0.37
H 13.104 -23.715 5.207 -0.03 0.54 -0.24
H 14.389 -24.775 4.691 -0.06 -0.02 -0.10
H 24.039 -24.438 11.002 -0.19 0.63 0.32
H 25.275 -32.161 4.324 0.16 0.09 -0.14
H 15.598 -29.204 2.472 -0.20 0.13 -0.12
H 14.269 -32.441 8.069 0.05 -0.49 0.74
H 16.921 -34.130 7.439 0.05 -0.20 0.15
H 20.370 -29.677 6.257 0.13 0.00 -0.29
H 18.781 -32.407 11.869 -0.20 0.42 0.55
H 13.060 -29.059 7.256 -0.08 0.36 0.23
H 19.148 -25.298 7.255 -0.01 -0.65 0.26
H 12.317 -32.408 7.608 0.41 -0.05 -0.18
```
Positions in Å, forces in eV/Å.

Computed properties:
* SMILES string: CC1(C)CCCC(C)(C)N1O.CC1(C)CCCC(C)(C)N1O.CC1(C)CCCC(C)(C)N1O.NC(N)=O.NC(N)=O.NC(N)=O.NC(N)=O.NC(N)=O.OCCO.OCCO.OCCO.OCCO
* Kohn-Sham gap: 7.41 eV
* LUMO energy: -0.20 eV
* relative energy (zero: lowest compared OMol25 entry of this formula, charge and spin): 0.0 kJ/mol
* electronic energy: -95247.0163 eV

---

(2)
Below is one molecule with the formula C5H7NO3 at a distorted geometry, with properties calculated with ωB97M-V/def2-TZVPD.

Structure (XYZ):
```
16
Properties=species:S:1:pos:R:3:forces:R:3
O -0.628 -1.758 -0.456 -0.09 0.24 0.45
O -2.401 2.499 0.274 -1.28 -0.13 0.35
O -2.705 -0.230 -0.414 0.96 -3.35 -0.41
N 1.966 -0.533 0.692 -0.02 -0.21 -0.28
C -0.417 -0.659 0.113 -0.99 -0.44 -0.71
C 0.702 -0.575 0.969 1.50 0.19 1.51
C -1.418 1.609 0.506 -3.45 -3.21 -3.02
C -1.551 0.319 0.055 1.44 0.37 1.29
C 2.491 -0.629 -0.672 -4.65 0.05 -1.12
H 2.732 -0.744 1.359 -1.36 0.41 0.17
H -3.203 1.961 0.108 0.34 0.60 -0.16
H 3.253 0.022 -0.900 2.04 1.32 -0.07
H -2.455 -1.378 -0.518 -0.20 4.60 0.28
H -0.647 2.021 0.985 3.30 1.08 1.58
H 1.552 -0.249 -1.318 2.33 -1.40 0.94
H 2.728 -1.677 -0.783 0.15 -0.10 -0.79
```
Positions in Å, forces in eV/Å.

Computed properties:
* Kohn-Sham gap: 8.33 eV
* LUMO energy: 0.35 eV
* relative energy (zero: lowest compared OMol25 entry of this formula, charge and spin): 516.9 kJ/mol
* electronic energy: -12926.8262 eV

---

Question: Which value of electronic energy does entry 1 give?
Answer: -95247.0163 eV

---

Question: Which value of LUMO energy does entry 2 give?
Answer: 0.35 eV

---

What did the second record say?
Below is one molecule with the formula C5H7NO3 at a distorted geometry, with properties calculated with ωB97M-V/def2-TZVPD.

Structure (XYZ):
```
16
Properties=species:S:1:pos:R:3:forces:R:3
O -0.628 -1.758 -0.456 -0.09 0.24 0.45
O -2.401 2.499 0.274 -1.28 -0.13 0.35
O -2.705 -0.230 -0.414 0.96 -3.35 -0.41
N 1.966 -0.533 0.692 -0.02 -0.21 -0.28
C -0.417 -0.659 0.113 -0.99 -0.44 -0.71
C 0.702 -0.575 0.969 1.50 0.19 1.51
C -1.418 1.609 0.506 -3.45 -3.21 -3.02
C -1.551 0.319 0.055 1.44 0.37 1.29
C 2.491 -0.629 -0.672 -4.65 0.05 -1.12
H 2.732 -0.744 1.359 -1.36 0.41 0.17
H -3.203 1.961 0.108 0.34 0.60 -0.16
H 3.253 0.022 -0.900 2.04 1.32 -0.07
H -2.455 -1.378 -0.518 -0.20 4.60 0.28
H -0.647 2.021 0.985 3.30 1.08 1.58
H 1.552 -0.249 -1.318 2.33 -1.40 0.94
H 2.728 -1.677 -0.783 0.15 -0.10 -0.79
```
Positions in Å, forces in eV/Å.

Computed properties:
* Kohn-Sham gap: 8.33 eV
* LUMO energy: 0.35 eV
* relative energy (zero: lowest compared OMol25 entry of this formula, charge and spin): 516.9 kJ/mol
* electronic energy: -12926.8262 eV

---

Question: Kohn-Sham gap of number 2 (C5H7NO3)?
Answer: 8.33 eV